1.
DFT (ωB97M-V with the def2-TZVPD basis set) results for C19H30Br2CaClF4KLiN3O9S2 as an isolated structure.

```
73
Properties=species:S:1:pos:R:3:forces:R:3
C 3.740057 0.407631 0.985528 -0.73 0.76 -0.46
C 2.633284 1.330342 0.370006 1.70 -0.88 0.71
C 3.300853 2.560904 -0.273249 -1.13 -0.19 0.18
C 2.237975 3.605063 -0.760109 0.15 0.50 0.61
C 2.475245 5.003625 -0.175666 0.42 -0.62 -0.05
C 0.883298 3.034891 -0.464461 0.27 0.64 -1.16
C 0.407746 2.077707 -1.318436 -0.49 0.12 0.33
C -0.786833 1.439200 -1.041600 0.25 0.13 -0.31
C -1.144046 0.336379 -1.990920 0.00 -0.04 0.61
O -2.145541 0.282862 -2.617206 -0.39 -0.13 -0.19
O -0.107905 -0.535121 -2.040037 0.28 -0.47 0.28
C -1.516089 1.784176 0.084899 0.11 0.08 -0.53
C -2.789799 1.126410 0.474137 -0.12 -0.62 0.24
C -3.721087 2.182816 0.942981 -0.60 -0.40 0.16
O -3.948829 2.358374 2.082538 -0.36 0.34 1.33
F -4.288713 2.970477 0.040366 0.11 -0.05 -0.77
C -1.010571 2.796199 0.874957 -0.42 -0.16 0.38
N 0.154062 3.386627 0.597628 -0.14 -0.10 0.04
H 3.265979 -0.596754 1.188920 0.40 1.00 0.20
H 4.548540 0.349935 0.218581 -0.11 0.36 1.32
H 4.110077 0.833753 1.913024 0.28 -0.03 0.02
H 1.987528 1.583786 1.205830 -0.39 0.01 -0.22
H 2.101291 0.709197 -0.348237 -0.34 0.26 0.01
H 3.887159 2.217354 -1.123928 0.33 0.18 0.05
H 3.925105 3.035057 0.482890 0.28 0.01 -0.15
H 2.301596 3.721299 -1.839053 -0.03 -0.23 -0.11
H 2.423608 4.996716 0.914308 -0.14 0.16 0.05
H 1.803323 5.739812 -0.604789 -0.14 0.08 0.13
H 3.497964 5.274008 -0.431944 0.03 0.23 0.02
H 0.993573 1.780457 -2.172817 0.06 0.07 -0.11
H -0.314922 -1.391730 -1.609403 -0.07 -0.26 -0.52
H -2.587388 0.469902 1.346409 -0.29 0.64 -0.49
H -3.198810 0.460360 -0.279127 -0.08 0.37 -0.43
H -1.535960 3.123703 1.763855 0.21 0.21 0.04
H 0.467993 4.113467 1.234100 -0.11 0.21 0.12
O -2.540847 -0.746708 3.101581 -2.20 -2.45 3.21
H -3.011000 -0.560789 3.967597 -0.82 2.82 -1.16
C -3.418112 5.409118 3.360109 -0.28 0.04 0.93
C -1.978388 5.239104 3.397385 -0.38 0.33 -0.06
N -0.834938 5.105095 3.424163 0.38 -0.38 -0.26
H -3.830819 5.344354 4.372589 0.19 -0.23 0.03
H -3.677504 6.393610 2.897603 0.49 -0.24 -0.61
H -3.843387 4.622070 2.748055 -0.13 0.04 -0.09
K 4.051978 -1.510104 -0.689915 -0.27 -1.84 -1.88
C -3.910576 -1.932278 -4.560625 0.21 0.05 0.60
C -3.848179 -2.043777 -6.129045 0.69 0.34 0.21
O -5.013818 -2.490614 -6.552949 -0.04 -0.05 -0.27
H -4.099819 -2.901140 -4.102892 -0.07 -0.09 -0.20
H -2.951906 -1.565583 -4.189197 0.07 0.01 -0.16
H -4.685323 -1.235164 -4.245262 -0.09 0.00 -0.21
H -2.955494 -2.676000 -6.326790 -0.30 -0.47 0.06
H -3.529333 -1.039275 -6.481377 -0.48 0.17 -0.03
Cl -0.757424 -0.417413 2.087483 3.38 -0.07 -0.85
Li 3.830118 -1.890659 2.844516 -0.20 -0.40 0.46
Ca -2.950912 -1.863633 5.227786 0.69 -0.71 -0.94
Br 2.124356 -4.562840 3.663074 -0.07 0.17 -0.17
C 2.933664 -6.080919 4.580170 -0.04 0.07 0.09
C 3.847166 -5.622382 5.683968 0.23 -0.11 -0.03
Br 5.533904 -4.954155 4.977318 -0.06 0.14 0.00
H 3.440768 -6.669056 3.822921 0.04 0.02 0.00
H 2.100073 -6.652390 4.981637 -0.03 0.06 0.01
H 4.112929 -6.456047 6.329657 0.00 -0.03 -0.04
H 3.420023 -4.824658 6.282069 -0.05 -0.02 0.00
N 1.196190 -4.627897 -3.290916 -0.23 0.27 0.14
S 1.004655 -5.232695 -4.755352 0.65 -0.74 -1.65
O 0.404287 -4.353516 -5.700717 -0.09 0.29 0.36
O 0.660888 -6.611649 -4.813994 -0.09 -0.04 0.49
F 2.539568 -5.223081 -5.183156 0.05 0.18 0.49
S -0.148231 -4.402996 -2.525910 -1.32 0.66 0.39
O 0.021199 -3.560393 -1.364232 0.85 0.18 -0.03
O -1.006329 -5.525733 -2.367005 0.27 -0.28 -0.04
F -0.976844 -3.442060 -3.488253 0.15 -0.02 0.05
F -3.302336 6.993375 1.387965 0.08 0.18 -0.21
```
Forces are in eV/Å.

As for the HOMO energy: -5.11 eV. As for the orbital gap: 1.2 eV. For the electronic energy, the calculation gives -9672.0243 hartree.

=====

2.
DFT (ωB97M-V with the def2-TZVPD basis set) results for a 2-piece molecular cluster, C19H30BrClN4O3PSi2 overall.

```
61
Properties=species:S:1:pos:R:3:forces:R:3
C -4.520098 -0.764989 0.894372 1.27 0.34 -0.54
C -3.672124 0.401338 0.050422 1.50 2.13 -1.25
C -3.413104 0.302973 -1.592149 1.97 3.62 2.26
C -2.507873 1.508227 -2.303058 -0.57 0.33 3.63
C -1.886728 2.756419 -1.411317 -1.98 -1.49 2.55
C -0.936473 3.968190 -2.036746 -1.33 -1.19 -1.02
C 0.682658 3.581000 -1.968298 -0.42 1.35 -2.75
Br 0.928591 1.671652 -1.427376 0.29 1.48 -0.17
C 1.205081 3.680222 -3.554227 2.59 0.87 -8.22
N 1.578338 3.803071 -4.804454 -3.54 -1.17 11.72
C 1.584757 4.664863 -1.132118 -1.32 0.73 -0.68
C 1.842317 6.055467 -2.016537 2.02 7.34 -3.72
N 2.107521 7.186901 -2.619046 -2.51 -10.68 5.66
C 0.942406 5.151136 0.296114 1.74 -0.89 0.69
O 0.149109 6.403976 0.216453 1.41 -1.63 -1.06
N -0.379727 6.517792 1.466542 0.95 3.46 3.06
O 0.016358 7.542419 2.015476 -1.64 -3.24 -2.03
P 3.369460 4.010547 -0.704975 2.31 0.14 -0.65
O 3.976706 2.991537 -2.003320 -0.57 1.76 1.36
Cl 3.172583 2.864062 1.122737 -0.34 0.36 -1.77
C -2.184916 2.869590 0.222392 -1.78 -3.88 -2.78
C -3.085193 1.664641 0.921656 1.10 0.43 -3.85
H -4.172916 -0.651517 2.010414 -0.99 -0.19 -2.16
H -5.674479 -0.640301 0.746762 2.27 -0.13 0.40
H -4.191648 -1.855102 0.555701 -0.66 2.47 0.54
H -3.816676 -0.601555 -2.254232 1.01 2.24 1.76
H -2.269689 1.507818 -3.468916 -0.61 -0.12 2.84
H -1.157425 5.022790 -1.571703 0.53 -2.24 -0.60
H -1.256861 4.046046 -3.183590 0.94 -0.13 2.49
H 1.868493 5.412833 1.002586 -1.92 -0.55 -1.52
H 0.373543 4.274346 0.822899 0.84 1.65 -1.21
H 4.803738 3.430241 -2.393224 -1.74 -0.62 1.10
H -1.755125 3.773009 0.850336 -1.09 -2.10 -1.42
H -3.276710 1.768460 2.077942 0.34 -0.51 -2.61
C 1.385466 -6.729186 2.457299 0.03 -0.23 -0.25
Si 1.173182 -5.332620 1.199547 -1.00 2.50 2.09
C -0.075105 -5.926428 -0.069698 0.04 -0.52 -0.35
C 2.831514 -5.106325 0.353764 0.33 -0.40 -0.37
N 0.646961 -3.904234 2.047758 0.25 0.16 -2.06
Si 0.351377 -2.413670 1.195632 0.45 -2.80 2.19
C -1.021383 -2.560485 -0.072857 -0.28 0.46 -0.40
C 1.884045 -1.744366 0.346526 0.06 0.46 -0.33
C -0.195961 -1.109711 2.451852 -0.03 0.26 -0.27
H 1.711168 -7.644877 1.951253 0.02 -0.10 0.10
H 2.135797 -6.464700 3.207423 -0.07 0.03 -0.03
H 0.438259 -6.936541 2.967448 0.11 0.07 -0.04
H 0.185013 -6.934689 -0.408783 -0.08 -0.09 -0.11
H -0.092961 -5.280562 -0.949644 -0.05 0.02 0.01
H -1.081245 -5.963698 0.359845 0.12 0.08 0.00
H 3.560706 -4.656282 1.034051 -0.13 0.01 -0.03
H 2.748863 -4.477143 -0.536065 0.03 0.02 0.05
H 3.224846 -6.075197 0.030392 0.14 -0.05 -0.08
H -0.705045 -3.133704 -0.946512 -0.02 -0.06 0.02
H -1.318106 -1.568164 -0.423770 -0.13 0.12 -0.13
H -1.904555 -3.042327 0.360487 0.15 -0.03 0.01
H 2.739578 -1.742354 1.029210 -0.11 -0.05 -0.05
H 1.712633 -0.714767 0.018589 0.11 0.21 -0.09
H 2.143507 -2.329168 -0.538327 0.04 -0.01 0.03
H 0.580852 -0.947452 3.204540 -0.05 -0.07 -0.02
H -1.115398 -1.421336 2.957184 0.08 -0.03 -0.01
H -0.387905 -0.158120 1.945336 -0.07 0.16 0.06
```
Forces are in eV/Å.

As for the HOMO energy: -3.29 eV. Its total charge is -1. As for the orbital gap: 3.8 eV. For the electronic energy, the calculation gives -5140.7931 hartree.

=====

3.
DFT (ωB97M-V with the def2-TZVPD basis set) results for C19H30Cl3GeN6RuS as an isolated structure.

```
61
Properties=species:S:1:pos:R:3:forces:R:3
Ru 0.038474 -0.214557 0.899139 3.25 1.76 2.01
C 0.288642 3.647202 4.344602 0.15 -0.09 -0.08
C -0.562784 2.519005 3.707987 -0.27 0.10 0.09
C -1.259009 1.682408 4.777984 0.13 -0.07 -0.07
C 0.354052 1.754470 2.814993 -0.35 -0.14 0.03
C 1.024400 0.584493 3.235360 -0.01 -0.57 -0.19
C 2.032806 0.008643 2.464955 0.07 0.19 0.30
C 2.460805 0.595089 1.252723 -0.16 -0.04 -0.24
C 3.709783 0.142556 0.575274 0.03 -0.05 -0.13
C 1.750466 1.730705 0.802891 0.10 -0.60 -0.31
C 0.705558 2.274197 1.546749 -0.49 -0.29 -0.32
H -0.358878 4.250859 4.977902 -0.01 0.00 0.00
H 0.737634 4.297029 3.592559 -0.03 0.04 0.02
H 1.086065 3.231337 4.962874 -0.02 0.02 0.03
H -1.320263 3.004710 3.084464 0.14 -0.03 -0.01
H -0.566483 1.379699 5.565734 -0.02 -0.01 0.00
H -1.728601 0.790341 4.356285 -0.04 0.03 0.06
H -2.036927 2.278670 5.250082 -0.01 0.00 0.01
H 0.788922 0.152110 4.199842 -0.11 -0.03 -0.05
H 2.590215 -0.826853 2.873516 -0.07 -0.08 -0.05
H 3.693334 0.329122 -0.497231 -0.04 -0.01 0.00
H 3.933976 -0.906758 0.762879 -0.02 -0.01 0.00
H 4.542672 0.719518 0.990743 0.00 0.00 -0.01
H 2.058220 2.217713 -0.114836 -0.08 -0.07 -0.06
H 0.222669 3.180463 1.197274 -0.08 -0.08 -0.03
C 0.892179 -5.666830 0.363637 0.14 -0.16 0.03
C -0.148091 -4.817431 0.975147 0.03 0.15 0.06
N -1.275832 -5.209482 1.471959 0.03 -0.38 -0.11
N -1.884161 -4.105173 1.957360 0.01 0.32 0.04
C -1.162903 -3.010768 1.790513 0.14 -0.21 0.00
S -1.441418 -1.421279 2.362131 -0.33 0.59 -0.63
N -0.050650 -3.436025 1.156780 -0.19 -0.24 -0.04
N 0.952275 -2.548882 0.767290 -0.44 0.84 -0.34
H 0.445223 -6.617292 0.079771 -0.02 0.03 -0.05
H 1.680837 -5.884661 1.088352 -0.01 0.05 0.01
H 1.348913 -5.206260 -0.512342 -0.07 -0.01 -0.05
H -2.795904 -4.194220 2.390884 0.00 0.05 0.03
H 1.184914 -2.703949 -0.211968 -0.06 0.02 -0.09
H 1.788439 -2.710043 1.323625 0.02 0.01 0.08
Cl -3.340559 1.729601 1.900496 0.05 -0.17 -0.01
Ge -2.099258 0.963736 0.390236 -0.28 -0.68 -1.00
Cl -1.615061 2.537036 -0.980095 -0.09 -0.03 0.16
Cl -3.058870 -0.608508 -0.726231 -0.08 0.35 0.13
N 0.405535 -0.155491 -1.180062 -0.77 -0.77 0.77
C 0.070602 0.117163 -2.273284 -0.31 0.39 -0.16
N -0.295171 0.398802 -3.460412 0.21 -0.19 0.36
C -1.555859 -0.169951 -4.008533 -0.70 -0.18 -0.31
C -1.517737 -0.130784 -5.527905 0.35 0.03 0.02
C -1.394181 1.305889 -6.047508 -0.07 0.02 -0.19
C -0.480055 2.167739 -5.157115 -0.24 0.03 0.24
C 0.474632 1.316327 -4.332052 0.33 0.35 -0.61
H -2.394388 0.434929 -3.649786 0.13 0.02 0.11
H -1.687978 -1.184873 -3.635670 0.13 0.01 0.05
H -2.420429 -0.609359 -5.902956 -0.02 0.00 0.00
H -0.673993 -0.730170 -5.879949 -0.07 -0.07 0.01
H -2.381205 1.763609 -6.119297 0.02 0.03 0.12
H -1.016058 1.289154 -7.069385 0.06 -0.08 0.03
H -1.080635 2.784526 -4.482668 0.06 0.00 0.01
H 0.114203 2.853915 -5.757777 0.03 0.01 0.01
H 1.140080 1.925183 -3.722248 -0.06 -0.04 0.11
H 1.086828 0.711655 -5.005708 0.04 -0.07 0.17
```
Forces are in eV/Å.

As for the HOMO energy (spin up / spin down): -17.88 / -17.84 eV. Its total charge is +3. As for the orbital gap (spin up / spin down): 6.0 / 6.1 eV. For the electronic energy, the calculation gives -5020.1799 hartree. The calculation puts the energy above the lowest of the compared OMol25 structures with the same formula, charge and spin at 91.85 kJ/mol.

=====

4.
DFT (ωB97M-V with the def2-TZVPD basis set) results for C19H30HfNO2P2 as an isolated structure.

```
55
Properties=species:S:1:pos:R:3:forces:R:3
C 0.976264 -1.416103 -4.314973 0.35 -0.09 0.14
C 1.012989 -0.977733 -3.000857 -0.34 0.31 -0.14
N -0.134026 -0.814189 -2.278349 0.32 -0.56 -0.31
C -1.328695 -1.201123 -2.812999 0.80 0.43 -0.12
C -1.388395 -1.616592 -4.129983 -0.29 0.04 -0.49
C -0.246878 -1.675430 -4.913580 0.08 -0.12 0.11
C 2.353767 -0.507835 -2.451380 -0.01 -0.43 0.07
P 2.411318 -0.228526 -0.619078 0.74 0.08 -1.74
Hf -0.048017 0.680354 -0.564941 0.19 -0.39 2.16
P -2.517304 -0.051781 -0.502329 0.49 0.49 -0.95
C -2.621270 -1.040374 -2.058344 -0.61 -0.17 0.18
O 2.219723 2.795747 -3.617604 -0.59 -0.10 -0.52
O -0.511203 2.193013 -1.639465 -0.33 0.87 -1.45
H 1.935154 -1.508858 -4.827388 -0.44 0.06 -0.12
H -2.371901 -1.803821 -4.550075 0.20 -0.10 -0.05
H -0.301655 -1.897167 -5.975501 -0.05 -0.13 0.19
C 3.243719 -1.766862 -0.179765 -0.04 -0.42 0.85
C 3.734338 1.025879 -0.500430 -0.03 0.19 0.40
H -3.336874 -0.519784 -2.711488 0.15 -0.32 0.05
H -3.070502 -2.012376 -1.805090 0.23 0.03 -0.32
H 2.658129 0.405282 -2.966772 -0.19 0.15 0.01
H 3.123702 -1.251794 -2.683599 -0.13 -0.01 -0.23
C -3.590833 -0.903722 0.651687 -0.17 -0.24 0.58
C -3.522055 1.375726 -1.040671 -0.18 0.20 0.14
H -0.046910 2.154958 0.970359 0.25 0.18 -0.74
H -0.923951 2.951112 -2.053785 0.10 -0.03 0.23
H 1.303808 2.806594 -3.308377 0.08 -0.04 0.44
H 2.075227 2.884660 -4.573413 0.47 0.02 0.21
H 0.101423 -1.043235 1.292108 -0.44 0.28 -0.52
H 0.424169 2.409088 0.368929 -0.07 0.33 1.07
H 4.256428 -1.790959 -0.598829 -0.21 0.08 0.07
H 3.290363 -1.849782 0.910126 0.15 -0.13 -0.11
H 2.680890 -2.623795 -0.559051 -0.01 0.12 0.05
H 4.712384 0.562897 -0.700092 -0.30 0.25 -0.02
H 3.540073 1.850670 -1.206510 0.08 -0.32 0.27
H 3.721070 1.424875 0.527180 0.17 -0.06 -0.39
H -4.505004 0.992159 -1.347767 0.12 0.31 0.07
H -3.620350 2.070794 -0.196060 -0.11 -0.12 -0.28
H -3.041620 1.902104 -1.880406 -0.20 -0.31 0.37
H -4.633712 -0.633473 0.433123 0.26 -0.21 0.17
H -3.452678 -1.987379 0.563825 -0.07 0.22 0.09
H -3.316628 -0.600736 1.672797 -0.22 -0.09 -0.27
C -0.108595 0.016135 1.641635 -0.69 0.32 2.18
C -0.249203 0.213187 2.893755 0.46 -0.73 -3.43
C -0.169936 0.155561 4.259815 0.16 0.08 2.24
C -1.208132 0.718071 5.049080 0.49 -0.35 -0.09
C -1.124879 0.656135 6.433814 0.04 -0.12 0.04
C -0.021428 0.038231 7.047689 -0.08 0.11 -0.39
C 1.016589 -0.510737 6.276164 -0.11 0.07 -0.05
C 0.951072 -0.458399 4.890803 -0.46 0.38 -0.06
H -2.048659 1.186967 4.527026 0.31 -0.15 0.34
H -1.932296 1.094141 7.027168 0.38 -0.21 -0.07
H 0.029891 -0.008114 8.131779 0.01 0.01 -0.16
H 1.882584 -0.985633 6.744400 -0.38 0.19 -0.02
H 1.738533 -0.878034 4.255704 -0.30 0.16 0.33
```
Forces are in eV/Å.

As for the HOMO energy (spin up / spin down): -7.51 / -7.51 eV. Its total charge is +1. As for the orbital gap (spin up / spin down): 4.4 / 4.4 eV. For the electronic energy, the calculation gives -1677.6243 hartree. The calculation puts the energy above the lowest of the compared OMol25 structures with the same formula, charge and spin at 0.00 kJ/mol.